1.
Formula: C14H36FIN10O23S
Source: the Open Molecules 2025 dataset
Level of theory: the ωB97M-V functional and the def2-TZVPD basis

```
86
Properties=species:S:1:pos:R:3:forces:R:3
O -1.89865 -2.62906 3.13654 5.552 -2.372 -0.502
S -0.70541 -3.62815 2.87470 -8.666 -3.030 -1.115
O -1.41253 -5.00289 2.55415 3.882 4.546 1.361
C 0.31726 -3.19748 1.36553 1.783 0.886 -0.714
C 1.56621 -2.21794 1.79187 0.822 -0.053 -0.799
C 2.28406 -2.59667 3.21654 0.598 0.887 0.169
C 1.25432 -2.84803 4.46891 2.301 -0.663 0.753
F 2.11376 -3.32463 5.61668 -2.441 0.845 -2.933
I 0.35577 -0.94743 5.21918 0.506 -1.166 -0.442
O 0.25679 -3.90782 4.25326 0.953 2.297 -1.612
H -0.34004 -2.60124 0.59950 0.802 -1.310 1.872
H 0.68861 -4.19607 0.82729 -0.909 2.093 1.734
H 2.39962 -2.36889 0.95048 -2.008 0.292 1.953
H 1.25759 -1.06868 1.69766 0.471 -2.651 0.615
H 3.06992 -3.48739 3.09722 -2.178 1.631 0.386
H 2.95092 -1.65413 3.52029 -1.594 -2.106 -0.525
C 3.28047 -0.76950 -2.83322 0.246 -0.028 -0.034
N 2.43699 -1.39933 -1.78184 -0.325 -0.466 0.543
O 2.98835 -2.20123 -1.01892 -0.942 1.217 -1.063
O 1.24528 -1.07104 -1.75213 1.546 -0.612 0.246
H 4.30063 -1.14844 -2.74173 -0.321 0.039 0.085
H 2.85470 -1.03834 -3.80209 -0.043 0.136 0.207
H 3.25436 0.31034 -2.67355 -0.027 -0.397 -0.115
C 1.96645 3.73686 -2.56761 -0.131 0.076 0.201
N 3.06277 2.73125 -2.54809 0.416 -0.213 0.240
O 3.56636 2.46413 -1.45077 -0.434 -0.003 -1.702
O 3.38689 2.23849 -3.63483 -0.117 0.456 1.479
H 1.78743 4.08416 -1.54780 0.132 -0.175 -0.301
H 2.28821 4.56273 -3.20531 -0.076 -0.433 0.061
H 1.07732 3.24721 -2.96998 0.209 0.083 -0.044
C 1.85410 -7.10522 -1.07391 0.059 -0.255 0.247
N 2.01395 -5.66036 -1.39070 0.094 0.968 -0.335
O 2.53805 -4.94631 -0.52783 -0.783 -0.851 -1.233
O 1.60876 -5.28379 -2.49653 0.676 -0.361 1.713
H 2.25162 -7.29383 -0.07435 -0.085 0.176 -0.261
H 0.78750 -7.33538 -1.11445 0.205 0.043 -0.129
H 2.41139 -7.67054 -1.82361 -0.217 0.132 0.047
C -4.03974 -1.26539 5.88354 0.158 -0.372 0.277
N -3.19595 -0.15883 6.40991 0.367 0.362 0.459
O -2.51762 -0.39397 7.41672 -0.729 0.721 -1.377
O -3.23840 0.91455 5.79762 0.291 -1.294 0.929
H -3.90425 -2.14488 6.51666 0.057 0.321 -0.059
H -5.07808 -0.92852 5.90857 0.257 0.005 -0.129
H -3.71335 -1.47144 4.86215 -0.022 0.127 0.378
C -4.76951 0.80675 2.37388 0.364 0.082 -0.049
N -5.66370 -0.27145 2.87532 -0.703 -0.812 0.272
O -5.12727 -1.24760 3.41240 -1.279 1.321 -1.222
O -6.87880 -0.10749 2.71557 1.781 -0.366 0.355
H -3.73320 0.53082 2.58034 -0.298 -0.061 0.031
H -4.93682 0.90023 1.29893 -0.101 0.041 0.213
H -5.03571 1.72637 2.89892 -0.070 -0.177 -0.147
C -2.26943 3.82924 1.49639 -0.265 0.028 0.188
N -1.79604 3.70203 0.09167 0.244 -0.077 -1.158
O -2.65442 3.71554 -0.79832 1.405 -0.073 1.135
O -0.57620 3.59214 -0.07791 -1.764 0.139 0.089
H -3.35795 3.91765 1.49574 0.292 -0.003 -0.140
H -1.95583 2.93112 2.03238 0.105 0.227 -0.069
H -1.80996 4.72503 1.91909 0.030 -0.255 -0.052
C -1.08480 -2.14340 9.75252 -0.075 0.312 -0.240
N -0.26299 -2.25868 10.98738 0.612 -0.010 0.884
O 0.27056 -1.22655 11.41061 -0.651 -1.592 -0.400
O -0.17664 -3.38196 11.49691 -0.015 1.651 -0.576
H -1.07233 -1.10466 9.41554 0.048 -0.292 0.169
H -0.64177 -2.79840 8.99956 -0.144 0.020 0.190
H -2.10080 -2.45560 10.00254 0.239 -0.067 -0.061
C 2.15088 7.96838 -4.24390 0.327 -0.002 -0.139
N 1.30741 7.33854 -3.19252 -0.826 -0.234 0.669
O 1.85877 6.53665 -2.42960 -0.962 1.275 -0.823
O 0.11569 7.66683 -3.16281 1.864 -0.648 0.112
H 3.17104 7.58943 -4.15242 -0.313 0.035 0.070
H 1.72512 7.69954 -5.21277 -0.021 0.136 0.201
H 2.12478 9.04821 -4.08423 -0.128 -0.207 -0.086
C 2.02827 1.51681 -7.41384 -0.034 -0.297 0.221
N 1.88890 2.98967 -7.25642 -0.083 1.049 0.178
O 1.69495 3.42096 -6.11385 0.205 -0.303 -1.673
O 1.97807 3.67125 -8.28421 -0.150 -0.812 1.590
H 1.92890 1.04576 -6.43356 0.015 0.256 -0.204
H 1.23549 1.18073 -8.08527 0.318 0.102 -0.011
H 3.01603 1.32263 -7.83672 -0.263 0.069 -0.070
C -2.05496 -0.04622 -9.06343 -0.316 -0.031 0.195
N -0.63700 -0.49666 -9.05668 0.905 -0.439 0.011
O -0.25824 -1.15930 -8.08378 -0.248 0.959 -1.412
O 0.05577 -0.17228 -10.02812 -0.810 -0.495 1.499
H -2.54270 -0.40104 -8.15299 0.247 0.039 -0.213
H -2.05383 1.04507 -9.10005 0.028 -0.208 -0.145
H -2.53205 -0.47300 -9.94800 0.160 0.192 0.086
```
Positions in Å, forces in eV/Å.

## Properties
* HOMO energy: -9.91 eV
* spin multiplicity: 1
* SMILES string: O=S1(=O)CCC[C@@](F)(I)O1.C[N+](=O)[O-].C[N+](=O)[O-].C[N+](=O)[O-].C[N+](=O)[O-].C[N+](=O)[O-].C[N+](=O)[O-].C[N+](=O)[O-].C[N+](=O)[O-].C[N+](=O)[O-].C[N+](=O)[O-]
* orbital gap: 9.445 eV

---

2.
Formula: C26H25N5O2S
Source: the Open Molecules 2025 dataset
Level of theory: the ωB97M-V functional and the def2-TZVPD basis

```
59
Properties=species:S:1:pos:R:3:forces:R:3
C 1.64039 -1.84676 -4.45342 0.016 0.019 0.034
C 0.85947 -1.90542 -3.17693 -0.049 -0.057 -0.003
C 0.47470 -0.73128 -2.53765 -0.059 -0.114 -0.011
C -0.21394 -0.76512 -1.34297 -0.040 -0.095 0.043
C -0.52058 -1.99277 -0.77118 0.198 -0.079 -0.733
C -0.16324 -3.17420 -1.40088 -0.193 0.148 0.090
C 0.52497 -3.12242 -2.59890 0.002 0.030 -0.046
H 0.80893 -4.04321 -3.08743 0.036 -0.085 -0.065
H -0.41875 -4.12377 -0.95365 -0.038 -0.077 0.075
N -1.17668 -2.02259 0.47819 -0.561 0.091 0.635
C -2.43179 -1.58188 0.76188 -0.186 -0.207 0.192
N -2.66413 -1.65788 2.04904 -0.609 -0.030 -0.774
N -1.54427 -2.12317 2.63289 0.903 -0.369 0.641
C -0.65839 -2.34329 1.70740 -0.024 -0.063 0.153
C 0.72028 -2.85568 1.91853 0.036 -0.057 -0.037
C 1.72601 -2.07575 1.11110 0.307 0.005 0.098
C 2.62011 -2.72111 0.26890 -0.010 0.036 0.117
C 3.50825 -1.99317 -0.50304 0.085 -0.024 -0.074
C 3.50933 -0.61117 -0.44156 0.081 0.054 -0.049
C 2.62751 0.03984 0.40430 0.040 0.070 0.076
C 1.74512 -0.68807 1.18024 0.113 -0.080 0.108
H 1.04136 -0.17730 1.81973 -0.120 0.086 0.043
H 2.61576 1.11821 0.45059 -0.013 0.080 -0.006
H 4.19440 -0.04148 -1.05222 0.065 0.052 -0.061
H 4.19472 -2.50853 -1.15908 0.062 -0.042 -0.065
H 2.61722 -3.80053 0.20783 -0.041 -0.110 -0.015
H 0.93187 -2.77576 2.98754 -0.070 -0.070 -0.062
H 0.76231 -3.91405 1.64447 0.060 0.024 0.061
S -3.53673 -1.06310 -0.47349 -0.294 0.138 -0.292
C -4.79209 -0.23433 0.56857 0.509 -0.171 -0.115
C -4.16215 1.03745 1.09700 -0.210 0.144 0.114
O -4.16606 2.08999 0.50060 -0.021 0.120 -0.267
N -3.59291 0.88365 2.33200 0.395 0.174 0.553
N -2.65363 1.85008 2.70399 -0.641 -0.192 0.044
C -1.44908 1.84798 2.06352 -0.159 0.035 0.313
O -1.09729 0.90431 1.39014 0.182 0.009 -0.167
C -0.58611 3.06950 2.31798 0.068 -0.074 -0.226
C 0.19477 3.39067 1.07038 0.070 0.041 0.061
C 1.57439 3.53136 1.09782 -0.126 0.040 0.073
C 2.27504 3.80301 -0.06582 0.105 0.043 -0.069
C 1.60237 3.92373 -1.26889 0.137 0.005 -0.042
C 0.22492 3.78257 -1.30316 -0.110 0.005 -0.033
C -0.47639 3.52263 -0.14013 0.063 0.045 -0.018
H -1.55089 3.40961 -0.17245 -0.149 -0.049 -0.014
H -0.30611 3.87449 -2.23915 -0.050 0.014 -0.078
H 2.14996 4.12673 -2.17758 0.042 0.020 -0.069
H 3.34967 3.91261 -0.03195 0.078 0.008 0.000
H 2.10671 3.42651 2.03329 0.035 -0.025 0.093
H -1.21096 3.91695 2.60853 0.026 -0.007 0.082
H 0.09488 2.84256 3.14179 -0.076 0.019 0.016
H -3.04213 2.70461 3.07924 0.130 -0.152 -0.143
H -3.34190 -0.08214 2.60451 -0.103 0.380 -0.097
H -5.61484 -0.00329 -0.10531 0.053 0.019 0.085
H -5.09423 -0.91965 1.35670 -0.100 0.028 0.009
H -0.49507 0.14247 -0.83167 -0.022 0.112 0.102
H 0.72697 0.22246 -2.97685 0.039 0.132 -0.048
H 1.20386 -1.12256 -5.13814 0.012 0.027 -0.096
H 1.67037 -2.81839 -4.93967 0.029 -0.039 -0.076
H 2.66374 -1.53419 -4.24549 0.098 0.013 -0.056
```
Positions in Å, forces in eV/Å.

## Properties
* HOMO energy: -8.34 eV
* spin multiplicity: 1
* SMILES string: Cc1ccc(-n2c(Cc3ccccc3)nnc2SCC(=O)NNC(=O)Cc2ccccc2)cc1
* orbital gap: 9.047 eV

---

3.
Formula: C23H29F9N2O8PS3
Source: the Open Molecules 2025 dataset
Level of theory: the ωB97M-V functional and the def2-TZVPD basis

```
75
Properties=species:S:1:pos:R:3:forces:R:3
C -2.47461 -0.40806 6.03330 -0.579 -0.750 -0.025
C -2.46826 0.61979 4.85245 0.423 1.128 1.035
N -1.81029 0.15481 3.60708 0.376 -0.322 0.408
C -2.04472 -1.26954 3.30511 -0.644 -0.810 -1.089
C -3.58197 -1.56164 3.12297 0.531 0.759 -0.754
C -0.43038 0.51805 3.55088 0.807 -0.073 -0.001
S 0.80143 -0.47662 4.02982 -0.655 0.534 -0.667
S -0.11319 2.20068 2.91716 -0.530 -0.505 0.129
C 1.35056 2.09059 1.81372 1.017 -0.274 -0.703
C 1.12572 2.81304 0.41295 0.078 0.307 0.938
C 2.04315 2.22752 -0.73202 -0.235 0.423 0.728
C 1.29061 1.53885 -1.93766 -0.088 -0.216 1.181
C 2.37283 1.25811 -3.04872 1.068 -2.022 -2.820
O 3.48339 1.80990 -3.02131 -0.284 1.192 1.460
O 2.13420 0.41440 -3.98941 -1.542 0.677 1.637
C 0.64886 0.27912 -1.23473 -0.902 -2.805 0.022
C 1.05253 -1.14809 -1.74682 -0.027 0.174 -0.094
C 2.53235 -1.55461 -1.45987 -0.329 -0.337 -0.157
C 2.80272 -2.05312 -0.02108 0.718 0.012 -0.951
F 4.13790 -2.44885 0.01154 -1.010 0.185 0.186
F 2.67042 -1.09672 0.95415 -0.153 -0.590 -0.642
C 1.97399 -3.30994 0.44124 0.671 0.297 1.340
F 0.74524 -2.94751 0.92455 0.751 -0.306 -0.988
F 2.64172 -3.83051 1.53934 -0.479 0.132 -0.878
C 1.88700 -4.48735 -0.58488 -0.287 -1.116 -0.226
F 1.07973 -4.23044 -1.64956 0.358 0.304 0.947
F 3.11142 -4.82181 -1.09236 -0.692 0.612 0.630
C 1.32953 -5.83246 0.06147 -0.334 -0.679 -1.643
F 1.06491 -6.65751 -1.00300 0.238 0.521 0.778
F 0.15251 -5.65830 0.68502 1.121 -0.013 0.189
F 2.23991 -6.47754 0.80083 -0.816 0.739 0.103
C -0.94603 0.35150 -1.25647 1.160 4.215 -0.633
C -1.57943 0.48223 0.16895 -0.283 -0.721 0.038
N -1.66007 -0.43494 -2.29222 0.582 -0.820 1.821
C -2.16671 -1.44899 -1.88082 -1.096 -1.469 -0.372
S -2.90899 -2.78856 -1.43001 0.658 1.034 -0.293
O -1.12139 1.71918 -1.76320 -0.006 1.426 0.727
C -0.02111 2.24255 -2.50317 0.183 -0.994 -1.807
C -0.44257 1.86944 -3.99370 0.956 -0.539 0.716
C -1.96709 2.01270 -4.29246 0.227 0.200 -0.020
O -2.44189 1.26787 -5.09654 -0.148 -0.226 -0.435
O -2.79839 2.94560 -3.74234 0.919 -0.262 0.345
P 0.17700 4.10804 -2.56362 -0.461 2.979 2.031
O -0.42859 4.80826 -1.40569 0.227 -0.846 -0.637
O 1.77869 4.55900 -2.68241 -2.286 -1.271 -1.376
O -0.55506 4.78748 -3.90822 1.708 -1.487 0.597
H -3.39828 -1.03970 5.99165 0.698 0.473 0.022
H -2.48405 0.06707 7.04158 0.121 -0.077 -0.864
H -1.62767 -1.13579 5.99452 -0.442 0.859 -0.001
H -3.48845 1.03427 4.65362 0.715 -0.622 0.018
H -1.87194 1.49997 5.20977 -0.519 -0.603 -0.406
H -1.60181 -1.45687 2.29378 -0.169 0.090 0.906
H -1.53969 -1.98624 3.99054 -0.423 0.592 -0.185
H -4.19164 -1.26615 4.00071 0.342 -0.465 -0.508
H -3.76577 -2.61171 2.79522 0.223 0.686 0.611
H -3.90842 -0.92864 2.25638 0.096 -0.421 0.775
H 1.59467 1.01115 1.70115 -0.294 0.654 0.074
H 2.26551 2.56575 2.24678 -0.889 -0.481 0.127
H 0.04446 2.86872 0.17472 0.725 -0.168 -0.019
H 1.44913 3.86917 0.58998 -0.497 -0.747 -0.287
H 2.75183 3.02254 -1.03072 -0.530 -0.684 -0.245
H 2.66108 1.42283 -0.25499 -0.334 0.592 -0.639
H 0.83842 0.18850 -0.13670 0.272 0.827 -0.917
H 0.39530 -1.88790 -1.22952 0.337 0.545 -0.295
H 0.81899 -1.23131 -2.83440 0.534 0.092 0.824
H 3.29090 -0.77594 -1.69244 -0.616 -0.308 0.177
H 2.76337 -2.41618 -2.13602 0.001 0.664 0.621
H -1.62073 1.55560 0.45868 0.233 -0.886 -0.342
H -2.62333 0.10222 0.23775 0.674 0.084 -0.229
H -0.96222 -0.05567 0.91983 -0.417 0.259 -0.516
H -0.20980 0.78394 -4.11632 -0.211 0.948 -0.107
H 0.21792 2.38934 -4.73002 -0.718 -0.426 0.220
H -2.40044 3.38190 -2.96834 -0.072 -0.144 -0.277
H 2.00180 4.37347 -3.61850 0.786 0.057 0.624
H -0.06670 4.52008 -4.70892 -0.536 0.211 0.064
```
Positions in Å, forces in eV/Å.

## Properties
* charge: -1
* HOMO energy: -5.40 eV
* spin multiplicity: 1
* SMILES string: CCN(CC)C(=S)SCCC[C@@]1(C(=O)[O-])[C@H](CCC(F)(F)C(F)(F)C(F)(F)C(F)(F)F)[C@](C)(N=C=S)O[C@@]1(CC(=O)O)P(=O)(O)O
* orbital gap: 6.973 eV

---

4.
Formula: C9H6CoN2O4
Source: the Open Molecules 2025 dataset
Level of theory: the ωB97M-V functional and the def2-TZVPD basis

```
22
Properties=species:S:1:pos:R:3:forces:R:3
O -1.51701 2.79984 0.11488 -1.397 -3.577 -2.885
C -1.83549 1.91223 -0.54523 1.415 6.357 4.201
Co -2.15515 0.28344 -1.42542 5.223 -0.515 2.135
O 3.05800 2.05098 -4.01826 1.603 0.344 -0.649
C 2.02654 1.86627 -3.66455 -1.642 -0.383 0.713
C -3.69692 0.49811 -2.20601 -12.088 0.664 -3.842
O -4.84111 0.49529 -2.43527 6.259 0.105 1.050
C -1.56303 -1.34635 -2.14731 3.423 -7.647 -4.921
O -1.08623 -2.23261 -2.74541 -2.808 5.086 3.585
N 1.84100 -0.97516 3.23167 -0.998 0.188 -1.149
C 1.23347 -0.66514 2.06950 0.504 -0.160 0.522
C -0.15671 -0.88428 1.91239 -1.672 -0.112 -0.164
C -0.76119 -0.50472 0.72021 0.995 -0.386 1.042
N -0.06284 0.02415 -0.30097 -0.561 -0.087 0.101
C 1.24283 0.22269 -0.20153 1.080 0.112 0.080
C 1.94808 -0.11124 0.97772 0.134 0.244 -0.537
H 1.31212 -1.37071 4.00326 -0.048 -0.103 0.238
H 2.82555 -0.83164 3.38210 0.678 0.108 0.080
H -0.75826 -1.32226 2.71737 0.224 0.166 -0.284
H -1.85097 -0.62473 0.56655 0.235 -0.227 0.463
H 1.77280 0.66126 -1.06072 -0.315 -0.222 0.396
H 3.02451 0.05460 1.05503 -0.246 0.044 -0.176
```
Positions in Å, forces in eV/Å.

## Properties
* charge: +3
* <S²>: 6.071
* HOMO energy (spin up / spin down): -21.15 / -21.15 eV
* spin multiplicity: 5
* orbital gap (spin up / spin down): 7.869 / 5.331 eV